Model i:
C40H40N8 | wB97M-V/def2-TZVPD

Calculated values
* SMILES: c1ccncc1.c1ccncc1.c1ccncc1.c1ccncc1.c1ccncc1.c1ccncc1.c1ccncc1.c1ccncc1
* Kohn-Sham gap: 9.853 eV

The geometry in ORCA input format:
```
! RIJCOSX wB97M-V def2-TZVPD def2/J DEFGRID3
* xyz 0 1
N -0.058 3.392 4.415
C 0.381 2.612 5.412
C 1.690 2.134 5.500
C 2.608 2.480 4.507
C 2.187 3.314 3.510
C 0.892 3.739 3.514
H -0.378 2.342 6.136
H 1.931 1.501 6.345
H 3.573 2.005 4.446
H 2.840 3.701 2.695
H 0.652 4.456 2.696
N 4.316 2.441 -1.784
C 5.224 1.702 -2.451
C 4.975 0.493 -3.084
C 3.679 -0.033 -2.955
C 2.709 0.565 -2.175
C 3.124 1.820 -1.526
H 6.220 2.120 -2.490
H 5.825 -0.010 -3.560
H 3.446 -0.993 -3.350
H 1.762 0.174 -1.886
H 2.486 2.435 -0.878
N -2.223 -4.989 -0.515
C -1.642 -4.041 -1.269
C -0.420 -4.192 -1.920
C 0.228 -5.375 -1.863
C -0.349 -6.417 -1.065
C -1.574 -6.162 -0.470
H -2.165 -3.107 -1.164
H 0.005 -3.321 -2.458
H 1.199 -5.563 -2.328
H 0.187 -7.301 -0.822
H -1.946 -6.842 0.297
N 0.973 5.389 0.262
C 1.373 4.426 -0.572
C 0.504 3.869 -1.468
C -0.853 4.205 -1.558
C -1.255 5.183 -0.622
C -0.323 5.753 0.220
H 2.401 4.132 -0.525
H 0.883 3.064 -2.115
H -1.570 3.882 -2.325
H -2.285 5.545 -0.509
H -0.704 6.476 0.895
N 3.277 -5.487 0.530
C 4.036 -4.617 -0.226
C 3.607 -3.273 -0.523
C 2.428 -2.855 0.025
C 1.704 -3.720 0.817
C 2.108 -5.009 0.993
H 4.950 -4.965 -0.680
H 4.174 -2.621 -1.199
H 2.033 -1.880 -0.156
H 0.777 -3.423 1.287
H 1.555 -5.750 1.584
N -4.867 1.427 0.249
C -4.187 1.023 1.384
C -4.642 -0.089 2.093
C -5.761 -0.815 1.665
C -6.521 -0.260 0.653
C -6.024 0.836 -0.042
H -3.236 1.524 1.590
H -4.137 -0.547 2.968
H -6.212 -1.691 2.150
H -7.445 -0.702 0.303
H -6.462 1.204 -0.960
N -2.939 2.276 -3.828
C -2.956 1.619 -2.634
C -2.042 0.592 -2.379
C -1.103 0.215 -3.345
C -1.035 0.942 -4.561
C -2.011 1.923 -4.742
H -3.683 1.904 -1.866
H -2.102 0.028 -1.417
H -0.387 -0.537 -3.097
H -0.194 0.771 -5.295
H -1.979 2.548 -5.612
N -0.858 -0.628 0.592
C -1.018 -1.671 1.492
C -0.428 -1.725 2.747
C 0.359 -0.656 3.168
C 0.664 0.332 2.266
C 0.021 0.361 1.036
H -1.721 -2.496 1.242
H -0.617 -2.624 3.385
H 0.851 -0.802 4.173
H 1.410 1.066 2.560
H 0.085 1.249 0.470
*
```

Atomic partial charges in e from the Mulliken method, atoms 1 to 8:
1 N -0.622
2 C -0.329
3 C -0.402
4 C -0.279
5 C -0.339
6 C 0.132
7 H 0.401
8 H 0.419

=====

Model ii:
C40H40N8 | wB97M-V/def2-TZVPD

Calculated values
* SMILES: c1ccncc1.c1ccncc1.c1ccncc1.c1ccncc1.c1ccncc1.c1ccncc1.c1ccncc1.c1ccncc1
* Kohn-Sham gap: 9.709 eV

The geometry in ORCA input format:
```
! RIJCOSX wB97M-V def2-TZVPD def2/J DEFGRID3
* xyz 0 1
N -2.660 -13.508 0.641
C -2.535 -14.053 -0.577
C -2.442 -15.420 -0.785
C -2.428 -16.240 0.316
C -2.540 -15.711 1.596
C -2.653 -14.325 1.701
H -2.543 -13.305 -1.359
H -2.484 -15.768 -1.810
H -2.412 -17.314 0.168
H -2.578 -16.369 2.454
H -2.636 -13.831 2.665
N 3.129 -18.336 8.138
C 2.836 -17.631 9.230
C 1.558 -17.200 9.544
C 0.497 -17.625 8.769
C 0.767 -18.473 7.696
C 2.103 -18.710 7.373
H 3.672 -17.319 9.845
H 1.355 -16.595 10.419
H -0.536 -17.392 8.983
H 0.001 -18.936 7.092
H 2.320 -19.319 6.504
N 2.532 -15.411 -2.716
C 1.563 -15.853 -3.520
C 0.625 -16.797 -3.099
C 0.757 -17.381 -1.858
C 1.822 -16.989 -1.058
C 2.657 -15.978 -1.522
H 1.430 -15.328 -4.456
H -0.197 -17.078 -3.744
H 0.136 -18.200 -1.513
H 1.965 -17.402 -0.068
H 3.331 -15.543 -0.795
N -0.920 -21.508 -3.112
C -0.809 -20.805 -4.250
C -1.398 -19.573 -4.443
C -2.151 -19.053 -3.394
C -2.368 -19.787 -2.248
C -1.718 -21.026 -2.169
H -0.246 -21.249 -5.062
H -1.279 -19.002 -5.353
H -2.652 -18.097 -3.505
H -3.024 -19.352 -1.507
H -1.741 -21.572 -1.232
N -3.659 -18.960 7.004
C -4.665 -18.148 7.368
C -5.008 -17.923 8.693
C -4.308 -18.594 9.691
C -3.282 -19.439 9.336
C -3.002 -19.578 7.978
H -5.226 -17.595 6.625
H -5.792 -17.237 8.983
H -4.547 -18.379 10.726
H -2.682 -19.967 10.064
H -2.121 -20.136 7.677
N -1.036 -13.925 5.450
C -1.341 -15.208 5.271
C -1.813 -16.075 6.230
C -2.027 -15.574 7.506
C -1.616 -14.263 7.754
C -1.231 -13.460 6.691
H -1.182 -15.600 4.270
H -2.005 -17.117 6.025
H -2.471 -16.148 8.310
H -1.726 -13.783 8.719
H -0.978 -12.411 6.804
N 2.471 -13.255 0.475
C 3.226 -13.001 1.542
C 2.941 -13.497 2.810
C 1.789 -14.244 3.008
C 1.030 -14.527 1.879
C 1.388 -14.007 0.644
H 4.106 -12.381 1.422
H 3.567 -13.232 3.653
H 1.497 -14.602 3.986
H 0.117 -15.096 2.013
H 0.792 -14.179 -0.244
N -0.366 -18.151 4.122
C -1.384 -19.006 4.207
C -1.869 -19.743 3.132
C -1.293 -19.506 1.897
C -0.261 -18.607 1.768
C 0.171 -17.945 2.917
H -1.839 -19.111 5.188
H -2.661 -20.454 3.317
H -1.595 -20.097 1.036
H 0.244 -18.360 0.845
H 1.089 -17.369 2.922
*
```

Atomic partial charges in e from the Mulliken method, atoms 1 to 8:
1 N -0.572
2 C -0.512
3 C -0.306
4 C 0.205
5 C -0.516
6 C -0.383
7 H 0.398
8 H 0.306

=====

So which one wins? Going from most stable to least: model ii, model i.

=====

Model i:
C4H5N2OS | wB97M-V/def2-TZVPD

Calculated values
* Kohn-Sham gap (alpha / beta): 7.330 / 7.806 eV

The geometry in ORCA input format:
```
! RIJCOSX wB97M-V def2-TZVPD def2/J DEFGRID3
* xyz 1 1
C -0.034 -0.268 1.590
C -1.419 0.051 1.306
C -0.876 1.209 -0.607
C 1.338 -0.763 -0.471
N 0.844 -0.385 0.701
N -0.272 0.941 -1.704
O -1.655 0.603 0.173
S 0.165 -0.673 -2.096
H 0.259 -0.354 2.632
H -2.242 -0.086 1.989
H 2.193 -0.154 -0.769
H 1.608 -1.821 -0.467
H 0.090 1.702 -2.277
*
```

Atomic partial charges in e from the Mulliken method, atoms 1 to 8:
1 C -0.035
2 C -0.066
3 C 0.201
4 C -0.441
5 N -0.291
6 N -0.119
7 O -0.177
8 S 0.019

=====

Model ii:
C4H5N2OS | wB97M-V/def2-TZVPD

Calculated values
* Kohn-Sham gap (alpha / beta): 8.504 / 8.505 eV

The geometry in ORCA input format:
```
! RIJCOSX wB97M-V def2-TZVPD def2/J DEFGRID3
* xyz 1 1
C -0.546 1.306 -0.895
C -0.830 -0.082 -1.391
C 0.499 1.043 0.320
C -0.272 -1.444 -0.063
N -1.448 -0.815 -0.466
N 0.296 -0.333 0.957
O -0.838 2.389 -1.178
S 0.677 -1.146 -1.620
H 1.467 0.839 -0.262
H 0.666 1.712 1.083
H -0.174 -2.402 0.462
H 1.125 -0.705 1.528
H -0.622 -0.362 1.526
*
```

Atomic partial charges in e from the Mulliken method, atoms 1 to 8:
1 C 0.325
2 C 0.497
3 C -0.788
4 C 0.042
5 N -0.545
6 N -0.357
7 O -0.319
8 S -0.081

=====

So which one wins? Going from most stable to least: model ii, model i.

=====

Model i:
C3H7O2 | wB97M-V/def2-TZVPD

Calculated values
* SMILES: [O-]CCCO
* Kohn-Sham gap: 6.325 eV

The geometry in ORCA input format:
```
! RIJCOSX wB97M-V def2-TZVPD def2/J DEFGRID3
* xyz -1 1
C -0.200 -1.485 -0.189
O -1.389 -1.447 0.432
C 0.623 -0.148 0.101
C -0.286 1.005 -0.262
O 0.176 2.297 0.157
H 0.549 -2.308 0.143
H -0.284 -1.750 -1.257
H 1.624 -0.110 -0.268
H 0.549 -0.190 1.222
H -0.524 1.110 -1.332
H -1.264 0.747 0.178
H 0.427 2.278 1.076
*
```

Atomic partial charges in e from the Mulliken method, atoms 1 to 8:
1 C -0.492
2 O -0.874
3 C -0.590
4 C -0.368
5 O -0.538
6 H 0.181
7 H 0.268
8 H 0.347

=====

Model ii:
C3H7O2 | wB97M-V/def2-TZVPD

Calculated values
* Kohn-Sham gap: 5.843 eV

The geometry in ORCA input format:
```
! RIJCOSX wB97M-V def2-TZVPD def2/J DEFGRID3
* xyz -1 1
C -1.308 0.194 -2.625
O -0.635 -0.124 -1.501
H -2.360 0.568 -2.454
H -0.834 1.005 -3.248
H -1.443 -0.654 -3.355
C -0.289 -0.752 1.467
C 0.726 0.021 1.135
O 1.648 0.469 2.075
H -0.941 -1.036 0.657
H -0.542 -0.991 2.490
H 0.839 0.368 0.107
H 2.445 0.724 1.600
*
```

Atomic partial charges in e from the Mulliken method, atoms 1 to 8:
1 C -0.716
2 O -0.738
3 H 0.175
4 H 0.165
5 H 0.162
6 C -0.805
7 C 0.098
8 O -0.526

=====

Model iii:
C3H7O2 | wB97M-V/def2-TZVPD

Calculated values
* Kohn-Sham gap: 6.302 eV

The geometry in ORCA input format:
```
! RIJCOSX wB97M-V def2-TZVPD def2/J DEFGRID3
* xyz -1 1
C -0.585 1.730 -0.728
O -0.605 2.768 -0.123
H -1.420 1.014 -0.855
H 0.256 1.274 -1.274
H -0.694 -1.580 -3.688
C 0.265 -1.484 1.815
C 0.570 -1.720 0.496
O 0.610 -0.859 -0.443
H 0.637 -2.127 2.609
H -0.479 -0.791 2.202
H 0.711 -2.787 0.215
H -0.771 -1.525 -4.405
*
```

Atomic partial charges in e from the Mulliken method, atoms 1 to 8:
1 C 0.093
2 O -0.487
3 H 0.187
4 H 0.162
5 H -0.163
6 C -0.789
7 C -0.095
8 O -0.746

=====

So which one wins? Going from most stable to least: model i, model ii, model iii.

=====

Model i:
C9H18NO3 | wB97M-V/def2-TZVPD

Calculated values
* Kohn-Sham gap: 10.482 eV

The geometry in ORCA input format:
```
! RIJCOSX wB97M-V def2-TZVPD def2/J DEFGRID3
* xyz 1 1
C 1.360 -0.523 0.931
C 2.629 -0.009 0.154
C 2.344 1.365 -0.300
C 0.086 0.007 0.246
C -2.186 -0.196 2.327
C -1.354 -2.733 -1.630
C 0.408 2.517 -0.840
C -1.928 0.875 1.307
C -0.243 -1.997 -1.059
N 1.036 1.250 -0.880
O 1.361 -1.195 1.911
O -0.506 0.896 1.072
O -0.676 -0.777 -0.433
H 3.523 0.051 0.838
H 2.750 -0.763 -0.621
H 2.437 2.032 0.498
H 3.041 1.657 -1.061
H -2.436 -1.058 1.696
H -1.217 -0.361 2.868
H -3.171 -0.135 2.797
H -2.332 -2.468 -1.155
H -1.464 -2.488 -2.787
H -1.123 -3.795 -1.455
H 1.159 3.295 -1.232
H -0.459 2.633 -1.440
H -0.145 2.678 0.157
H -2.219 1.825 1.623
H -2.521 0.672 0.443
H 0.523 -1.688 -1.789
H 0.289 -2.565 -0.309
H 1.034 0.997 -1.877
*
```

Atomic partial charges in e from the Mulliken method, atoms 1 to 8:
1 C -0.089
2 C -0.524
3 C -0.848
4 C 1.270
5 C -0.939
6 C -1.088
7 C -0.990
8 C -0.445

=====

Model ii:
C9H18NO3 | wB97M-V/def2-TZVPD

Calculated values
* SMILES: CCC[C@@]1(CCC(=O)O)[NH2+]CCO1
* Kohn-Sham gap: 9.966 eV

The geometry in ORCA input format:
```
! RIJCOSX wB97M-V def2-TZVPD def2/J DEFGRID3
* xyz 1 1
C -3.151 1.960 -1.165
C -1.691 1.536 -0.481
C -1.502 -0.116 -0.562
C -0.203 -0.670 0.269
C 1.242 -0.869 -0.475
C 1.506 0.097 -1.770
C 2.995 0.853 -1.681
O 3.956 0.529 -2.584
O 3.260 1.871 -0.613
N -0.268 -0.060 1.658
C 0.382 -1.136 2.523
C 0.228 -2.585 1.722
O -0.577 -2.093 0.568
H -4.041 1.781 -0.414
H -3.321 1.427 -2.219
H -3.127 3.128 -1.406
H -0.849 2.130 -1.036
H -1.743 1.908 0.627
H -1.571 -0.523 -1.682
H -2.466 -0.560 -0.018
H 1.357 -1.999 -0.831
H 2.088 -0.694 0.348
H 0.674 0.890 -1.986
H 1.587 -0.606 -2.731
H 3.673 1.346 0.136
H 0.100 0.916 1.689
H -1.251 -0.055 2.054
H 1.528 -0.897 2.514
H 0.033 -1.163 3.646
H -0.197 -3.475 2.353
H 1.349 -2.870 1.545
*
```

Atomic partial charges in e from the Mulliken method, atoms 1 to 8:
1 C -1.054
2 C -0.112
3 C -1.014
4 C 0.744
5 C -0.767
6 C -0.158
7 C 0.232
8 O -0.484

=====

So which one wins? Going from most stable to least: model i, model ii.